(1)
16
Properties=species:S:1:pos:R:3:forces:R:3 method="wB97M-V/def2-TZVPD" largest_force_ev_per_a=3.5 de_lowest_ev=7.637 charge=+1 orbital_gap_ev=4.731
N -0.1162 -0.3145 -1.1394 3.363 -0.730 0.577
C 0.1433 -1.5281 -0.4334 -1.987 0.130 -0.433
C -0.9851 -1.6782 0.6738 -0.480 -1.000 0.394
N -0.6810 2.3485 0.4203 -0.368 0.197 -0.690
H -0.7193 2.9677 -0.3785 0.049 -0.048 0.038
H 0.0550 -0.2941 -2.1518 -1.007 -0.535 -0.169
H 0.5918 0.3612 -0.7230 -0.163 1.237 0.983
H 1.0726 -1.4432 0.1779 -0.194 0.482 -0.126
H 0.1074 -2.4280 -1.0438 0.173 0.212 -0.167
H -1.9393 -1.9040 0.1863 0.225 0.298 -0.129
H -1.1170 -0.8509 1.3727 0.430 0.062 -0.353
H 0.1821 1.8335 0.5266 0.216 0.129 0.553
H -0.7190 -2.5925 1.2129 0.091 0.242 0.115
H 2.4121 1.1831 0.4520 0.035 0.020 -0.385
H -1.1579 2.7389 1.2205 0.040 -0.370 0.140
O 1.5898 0.6733 0.3761 -0.424 -0.325 -0.348



(2)
24
Properties=species:S:1:pos:R:3:forces:R:3 method="wB97M-V/def2-TZVPD" largest_force_ev_per_a=3.2 de_lowest_ev=6.350 orbital_gap_ev="8.691 / 7.075"
N -0.4613 3.6970 -0.2459 1.222 1.909 0.529
O -1.5192 4.2284 -0.1212 1.168 -0.816 -0.232
O 0.6833 4.0400 -0.0741 -1.672 -0.245 -0.258
C -0.9815 1.1175 2.2131 -0.111 -0.082 -0.230
C -0.1731 0.8758 0.9267 -0.312 -2.387 2.156
O -0.5608 1.6533 -0.0705 -1.344 -1.113 -1.220
O -0.3013 -0.6387 0.7646 0.715 1.790 -0.899
C 0.2540 -1.2260 -0.4382 -0.040 -0.253 -0.478
C 0.3881 -2.7278 -0.2460 -0.040 -0.419 0.315
C 1.6422 -0.6887 -0.8016 -0.415 0.253 0.392
C -0.7124 -0.9876 -1.5986 -0.060 0.250 0.152
H -0.8556 2.2070 2.4139 -0.392 -0.825 0.279
H -2.0515 0.8321 2.0192 1.014 0.473 0.273
H -0.5708 0.4758 3.0239 -0.347 0.654 -0.456
H 0.8788 1.0655 1.1451 0.484 0.174 -0.117
H -0.5561 -3.2302 -0.0480 -0.196 0.171 0.179
H 0.7705 -3.1806 -1.1598 0.032 0.139 -0.167
H 1.0926 -3.0021 0.5363 0.017 0.160 0.227
H 1.5300 0.3910 -1.0079 0.523 -0.449 -0.043
H 2.3288 -0.8805 0.0453 -0.135 0.253 -0.522
H 1.9778 -1.2316 -1.7032 0.043 0.446 0.439
H -0.8660 0.1018 -1.6837 -0.114 -0.590 -0.291
H -0.2711 -1.3966 -2.5232 -0.356 0.203 0.251
H -1.6653 -1.4948 -1.3662 0.317 0.303 -0.278



(3)
22
Properties=species:S:1:pos:R:3:forces:R:3 method="wB97M-V/def2-TZVPD" largest_force_ev_per_a=4.3 de_lowest_ev=2.696 charge=+1 orbital_gap_ev=7.399
C -3.2575 1.2124 0.8496 2.295 -2.700 -0.369
C -4.5722 1.1017 0.5295 -2.728 1.004 0.673
C -2.6130 0.1277 0.2437 0.146 -0.468 -1.646
C 2.8288 0.4991 -1.3179 -0.434 0.252 -0.720
C 3.9062 -0.3722 -0.7651 1.904 -2.971 0.101
C 2.1965 -0.7606 1.1442 -0.967 2.766 -3.200
C -1.2087 0.0498 0.2346 0.689 -2.147 0.051
C 2.7018 -0.1828 -0.0019 -1.662 -1.454 2.233
N -4.9355 0.1432 -0.3141 -1.301 0.826 0.576
N -0.4338 -0.8809 -0.2768 -2.861 0.049 -0.834
S -3.7527 -0.7881 -0.7641 1.868 0.646 0.833
H -2.6288 1.7266 1.5494 -0.653 1.032 0.247
H -5.3303 1.7068 1.0335 -0.022 -0.138 -0.677
H 3.0218 1.5813 -1.3451 -0.324 -0.572 -0.145
H 2.3445 0.0186 -2.2032 0.056 0.878 0.857
H 4.0222 -1.4883 -1.1798 0.010 2.792 0.683
H 4.8011 0.0512 -0.2672 -0.444 -0.223 -0.819
H 2.8706 -1.4807 1.4906 0.389 -1.008 1.362
H 1.1635 -0.5442 1.5505 1.725 -0.414 -0.095
H -0.7198 0.7053 0.8799 0.959 1.639 0.580
H 0.5861 -0.7826 -0.3475 -0.145 -0.379 0.253
H -0.9906 -1.6431 -0.7227 1.501 0.588 0.059



(4)
10
Properties=species:S:1:pos:R:3:forces:R:3 method="wB97M-V/def2-TZVPD" largest_force_ev_per_a=7.0 de_lowest_ev=1.164 orbital_gap_ev=8.882
C -1.5569 0.0012 0.1269 3.250 6.148 0.100
C 0.6241 0.7805 -0.0343 2.098 -1.076 4.584
C 0.8400 -0.8015 -0.0270 1.122 0.151 -3.081
N -0.7322 1.1629 0.2606 -4.082 -5.205 -1.294
S -0.8355 -1.4700 -0.3430 0.538 -0.676 0.784
I -3.6247 0.2307 0.0475 0.424 -0.094 0.253
H 1.2472 1.1574 0.9298 -1.193 -0.767 -1.965
H 1.1702 1.2688 -0.7985 -0.335 0.637 -1.394
H 1.4065 -1.2191 -0.9845 -0.832 1.232 1.928
H 1.4613 -1.1109 0.8223 -0.990 -0.351 0.085



(5)
116
Properties=species:S:1:pos:R:3:forces:R:3 method="wB97M-V/def2-TZVPD" largest_force_ev_per_a=0.2 de_lowest_ev=0.439 charge=-1 orbital_gap_ev=7.009
Sn 0.8730 -0.8116 0.5545 0.099 0.047 0.009
C 4.3345 -2.6787 0.7724 0.003 0.020 0.057
C 4.3891 -1.2048 0.4866 0.005 -0.043 -0.006
C 5.5914 -0.5294 0.5435 -0.012 -0.021 0.021
C 5.6008 0.8308 0.2130 0.011 0.023 -0.007
C 4.4558 1.4525 -0.1957 0.025 -0.007 0.005
C 3.2337 0.7144 -0.2963 -0.011 -0.029 -0.048
N 3.2437 -0.6013 0.1257 -0.042 0.078 -0.014
N 2.0803 1.1672 -0.7579 -0.084 -0.014 0.055
Si 1.7695 2.8098 -1.1987 0.022 -0.035 -0.027
C 0.0367 3.0303 -1.8791 0.029 -0.024 0.026
C 1.9051 3.9425 0.2973 -0.014 0.034 -0.042
C 2.9729 3.4023 -2.5426 -0.019 -0.010 0.022
H 4.7981 -3.2280 -0.0504 -0.029 -0.005 -0.020
H 3.3092 -3.0225 0.8707 0.015 -0.008 -0.021
H 4.8907 -2.9221 1.6796 0.015 -0.006 -0.010
H 6.4927 -1.0517 0.8334 0.006 -0.004 0.002
H 6.5252 1.3953 0.2702 0.006 0.002 0.001
H 4.4631 2.4976 -0.4652 -0.007 0.028 -0.011
H -0.6477 3.2835 -1.0692 -0.016 -0.014 0.017
H -0.3743 2.1426 -2.3578 0.009 -0.007 -0.031
H 0.0220 3.8478 -2.6049 -0.007 0.028 0.009
H 1.1682 3.6251 1.0402 0.000 -0.002 0.008
H 1.6783 4.9774 0.0247 0.003 0.008 0.006
H 2.8941 3.9198 0.7602 0.001 -0.009 0.007
H 3.2819 2.5660 -3.1763 -0.014 0.000 -0.006
H 3.8763 3.8605 -2.1349 0.024 -0.008 0.005
H 2.4901 4.1449 -3.1829 -0.004 0.015 0.004
Br 2.3136 -5.8273 1.0505 -0.001 -0.012 0.000
C 0.6956 -5.2500 0.2496 0.007 -0.035 -0.044
C -0.1162 -6.2080 -0.3776 0.024 -0.009 0.011
C -1.2978 -5.8443 -0.9511 -0.005 0.033 -0.010
Br -2.3459 -7.1745 -1.8185 -0.007 -0.009 -0.015
C -1.7486 -4.5024 -0.8927 0.019 -0.010 0.046
C -2.9812 -4.0323 -1.4060 -0.023 0.012 0.027
C -3.3279 -2.7233 -1.2472 -0.023 -0.042 0.017
C -2.4403 -1.8552 -0.5799 -0.010 -0.016 -0.009
N -1.2842 -2.2606 -0.1205 0.024 0.090 0.046
C -0.9170 -3.5551 -0.2608 -0.027 -0.045 0.024
C 0.3720 -3.9017 0.2980 0.008 0.051 -0.040
O 1.1371 -3.0003 0.8237 -0.025 -0.007 0.096
H 0.2110 -7.2380 -0.4048 -0.002 -0.001 -0.002
H -3.6386 -4.7248 -1.9152 0.002 0.000 -0.002
H -4.2620 -2.3288 -1.6235 0.000 0.005 -0.004
H -2.6884 -0.8082 -0.4417 0.014 0.012 -0.001
S -4.0703 1.3041 -1.5958 -0.003 0.001 0.031
P -3.4148 2.1112 0.1051 0.029 0.039 -0.105
S -1.8052 1.3446 0.9913 -0.079 -0.016 0.008
C -4.8150 2.1112 1.2884 0.031 -0.049 0.036
C -4.9226 1.0842 2.2204 0.009 0.030 0.004
C -6.0117 1.0255 3.0767 -0.028 0.009 0.011
C -6.9996 1.9997 3.0169 0.006 -0.022 0.011
C -6.8939 3.0303 2.0939 0.011 0.014 -0.014
C -5.8081 3.0832 1.2312 -0.036 0.006 -0.021
C -3.1312 3.9083 -0.1405 0.007 -0.001 0.016
C -2.5095 4.6402 0.8694 -0.003 -0.006 0.004
C -2.2667 5.9943 0.7057 0.010 0.005 0.003
C -2.6377 6.6301 -0.4734 -0.007 0.004 -0.003
C -3.2540 5.9059 -1.4821 0.005 0.006 -0.005
C -3.5016 4.5484 -1.3153 -0.008 -0.008 -0.004
H -4.1341 0.3434 2.2757 0.007 -0.003 -0.002
H -6.0863 0.2207 3.7978 -0.001 -0.002 0.003
H -7.8467 1.9573 3.6906 -0.004 0.001 0.002
H -7.6582 3.7965 2.0442 0.000 -0.001 0.002
H -5.7341 3.8865 0.5079 0.002 -0.002 -0.005
H -2.1936 4.1301 1.7714 0.001 -0.002 0.005
H -1.7747 6.5525 1.4928 -0.001 0.001 0.000
H -2.4381 7.6866 -0.6061 0.000 0.002 -0.001
H -3.5372 6.3946 -2.4065 0.001 0.002 -0.001
H -3.9685 3.9650 -2.0993 -0.001 -0.003 -0.003
C 1.4931 0.0965 4.0906 0.010 0.042 -0.013
N 1.4693 -1.1773 3.3722 0.074 -0.094 -0.107
C 0.3615 -1.9862 3.8902 -0.049 -0.011 -0.031
N 0.5014 -2.2351 5.3284 -0.002 0.001 -0.001
C 0.5580 -0.9380 6.0073 -0.020 -0.001 0.025
N 1.6647 -0.1014 5.5339 0.013 0.003 -0.004
C 2.9120 -0.8431 5.7431 0.003 0.001 0.009
N 2.9226 -2.1389 5.0587 0.006 0.012 -0.004
C 2.7198 -1.8941 3.6251 0.015 -0.017 0.084
C 1.7799 -2.9180 5.5446 0.002 -0.012 0.012
H 0.5553 0.6255 3.9032 0.012 0.003 -0.001
H 2.3176 0.7038 3.7090 0.004 -0.001 0.004
H 0.3450 -2.9353 3.3513 0.001 -0.002 0.007
H -0.5768 -1.4572 3.7046 -0.003 -0.002 -0.012
H 0.6783 -1.1064 7.0805 -0.002 0.002 -0.002
H -0.3817 -0.4088 5.8373 0.000 0.001 0.000
H 3.0463 -1.0087 6.8151 0.003 0.001 -0.003
H 3.7458 -0.2423 5.3731 0.000 0.000 0.001
H 2.6845 -2.8467 3.0948 0.005 -0.004 0.003
H 3.5539 -1.3017 3.2404 -0.004 0.002 0.001
H 1.9059 -3.1000 6.6150 0.000 -0.002 -0.002
H 1.7603 -3.8770 5.0229 0.000 0.000 0.001
O 1.0150 -1.5417 -1.6544 0.000 0.026 0.032
S 0.3103 -0.5107 -2.5165 -0.013 -0.036 -0.010
C -0.8547 -1.4451 -3.4873 -0.037 0.007 -0.030
C -0.6125 -2.7734 -3.8099 0.043 0.030 0.020
C -1.5848 -3.4779 -4.4978 -0.030 0.015 -0.059
C -2.7755 -2.8523 -4.8580 0.022 -0.024 -0.015
C -3.0091 -1.5302 -4.5153 0.030 0.020 0.009
C -2.0480 -0.8176 -3.8080 -0.019 -0.012 -0.047
C 1.5112 -0.0951 -3.7705 -0.007 0.005 -0.015
C 2.8365 -0.4154 -3.5320 -0.010 0.000 0.017
C 3.7945 -0.0166 -4.4536 0.000 -0.017 -0.011
C 3.4229 0.6977 -5.5837 0.005 0.002 0.002
C 2.0894 1.0211 -5.8007 0.003 0.011 0.004
C 1.1231 0.6287 -4.8880 0.008 0.007 0.002
H 0.3108 -3.2435 -3.4949 0.007 -0.004 0.011
H -1.4237 -4.5197 -4.7437 0.005 -0.010 0.010
H -3.5346 -3.4134 -5.3883 -0.007 -0.005 -0.008
H -3.9506 -1.0558 -4.7594 -0.008 0.002 -0.004
H -2.2516 0.1908 -3.4635 -0.001 0.011 0.011
H 3.0980 -0.9499 -2.6279 0.005 -0.011 0.001
H 4.8357 -0.2532 -4.2760 0.002 0.000 0.000
H 4.1758 1.0146 -6.2939 0.004 0.001 -0.004
H 1.8018 1.5873 -6.6771 -0.001 -0.002 -0.002
H 0.0813 0.8823 -5.0436 -0.007 0.008 -0.003



(6)
20
Properties=species:S:1:pos:R:3:forces:R:3 method="wB97M-V/def2-TZVPD" largest_force_ev_per_a=4.2 de_lowest_ev=1.655 smiles="CC/C=C/NCC" orbital_gap_ev=8.882
C -2.4403 -1.7699 -1.5914 -0.933 -0.240 -0.163
C -2.5027 -0.8131 -0.4249 -0.868 1.160 0.480
C -1.2181 -0.7037 0.3179 2.809 2.401 -0.713
C -0.3669 0.4076 0.3413 -0.462 -2.695 0.181
N 1.0033 0.3298 0.7672 -2.579 -0.482 -0.175
C 1.8181 1.4441 1.0168 0.125 4.242 -0.161
C 3.1988 1.2034 0.4822 0.281 2.290 -1.042
H -3.4410 -1.9604 -2.0067 0.241 0.351 -0.057
H -2.0618 -2.7437 -1.3831 0.469 -0.805 0.638
H -1.7967 -1.3604 -2.3327 0.419 0.344 -0.874
H -2.7078 0.2075 -0.9285 -0.377 -1.369 1.392
H -3.2677 -1.1952 0.3316 0.390 0.985 -1.171
H -0.7631 -1.6625 0.5344 0.081 -0.108 0.555
H -0.6542 1.3583 -0.0782 -0.154 0.220 -0.002
H 1.0955 -0.3854 1.4404 0.331 -0.994 0.604
H 1.9088 1.9881 2.0266 -0.376 -1.746 -0.408
H 1.3503 2.3419 0.5121 0.440 -0.988 -0.191
H 3.9842 1.9278 0.6964 -0.417 0.579 0.281
H 3.5861 0.3520 0.8503 1.164 -3.280 1.722
H 3.2751 1.0337 -0.5719 -0.583 0.135 -0.896



(7)
43
Properties=species:S:1:pos:R:3:forces:R:3 method="wB97M-V/def2-TZVPD" largest_force_ev_per_a=1.5 de_lowest_ev=0.693 smiles="CC(C)(C)Cc1nnc(NC(=O)CN2C(=O)c3ccccc3C2=O)s1" orbital_gap_ev=8.771
C -5.6350 -0.1977 1.5010 0.101 -0.124 -0.100
C -5.3603 -1.3133 0.4922 -0.077 0.015 -0.017
C -6.6908 -1.8655 -0.0285 0.243 0.110 0.047
C -4.5711 -2.4384 1.1607 -0.004 0.143 -0.026
C -4.5820 -0.7574 -0.7171 -0.310 -0.289 0.071
C -3.3293 -0.0326 -0.3974 0.260 0.647 -0.713
N -2.5940 -0.1646 0.6396 -1.020 -0.937 0.228
N -1.5128 0.6026 0.6722 1.221 0.896 0.156
C -1.3755 1.3524 -0.3669 -1.028 -0.418 -0.490
N -0.3757 2.2465 -0.6174 -0.113 0.697 -0.486
C 0.8821 2.3619 -0.0712 0.111 -0.037 0.145
O 1.6674 3.1392 -0.5548 0.141 0.037 0.023
C 1.2219 1.4691 1.1118 -0.002 -0.097 0.138
N 2.2462 0.5397 0.6875 -0.271 0.247 0.093
C 2.1410 -0.2186 -0.4672 -0.112 -0.040 -0.021
O 1.1920 -0.2073 -1.2122 0.069 -0.062 -0.006
C 3.4074 -0.9828 -0.5512 0.638 -0.130 0.258
C 3.8443 -1.9025 -1.4809 -0.105 0.115 0.078
C 5.1084 -2.4556 -1.2979 -0.090 -0.010 -0.078
C 5.9000 -2.0940 -0.2193 0.038 0.051 0.099
C 5.4582 -1.1658 0.7194 -0.138 0.095 0.029
C 4.2059 -0.6183 0.5379 0.041 -0.425 -0.550
C 3.4624 0.3803 1.3432 -0.025 0.135 0.190
O 3.7787 0.9537 2.3517 0.098 -0.050 -0.010
S -2.6809 1.1615 -1.5330 0.362 -0.304 0.805
H -6.2617 -0.5695 2.3078 -0.101 -0.039 0.102
H -6.1489 0.6351 1.0247 -0.095 0.136 -0.038
H -4.7047 0.1636 1.9294 0.022 0.074 0.091
H -6.5229 -2.6400 -0.7740 -0.007 -0.116 -0.106
H -7.2616 -2.2985 0.7891 -0.080 -0.063 0.092
H -7.2888 -1.0769 -0.4807 -0.104 0.092 -0.069
H -3.6117 -2.0680 1.5076 0.038 -0.081 0.077
H -5.1246 -2.8288 2.0112 -0.099 -0.083 0.105
H -4.3993 -3.2538 0.4612 0.024 -0.148 -0.090
H -5.2270 -0.0787 -1.2816 -0.046 -0.050 -0.023
H -4.3270 -1.5876 -1.3848 -0.078 0.011 -0.053
H -0.4970 2.8084 -1.4536 0.168 -0.051 0.240
H 1.6584 2.0756 1.9110 -0.105 -0.017 -0.166
H 0.3385 0.9325 1.4671 0.327 0.161 0.021
H 3.2234 -2.1782 -2.3189 -0.062 -0.025 -0.086
H 5.4789 -3.1781 -2.0097 0.034 -0.056 -0.050
H 6.8770 -2.5391 -0.1052 0.074 -0.038 0.004
H 6.0695 -0.8787 1.5605 0.061 0.031 0.087



What did the fourth record say?
10
Properties=species:S:1:pos:R:3:forces:R:3 method="wB97M-V/def2-TZVPD" largest_force_ev_per_a=7.0 de_lowest_ev=1.164 orbital_gap_ev=8.882
C -1.5569 0.0012 0.1269 3.250 6.148 0.100
C 0.6241 0.7805 -0.0343 2.098 -1.076 4.584
C 0.8400 -0.8015 -0.0270 1.122 0.151 -3.081
N -0.7322 1.1629 0.2606 -4.082 -5.205 -1.294
S -0.8355 -1.4700 -0.3430 0.538 -0.676 0.784
I -3.6247 0.2307 0.0475 0.424 -0.094 0.253
H 1.2472 1.1574 0.9298 -1.193 -0.767 -1.965
H 1.1702 1.2688 -0.7985 -0.335 0.637 -1.394
H 1.4065 -1.2191 -0.9845 -0.832 1.232 1.928
H 1.4613 -1.1109 0.8223 -0.990 -0.351 0.085